Formula: C4H13N2O2
Source: OMol25
Level of theory: ωB97M-V/def2-TZVPD

Properties
Kohn-Sham gap = 11.953 eV
Relative energy (zero: lowest compared OMol25 entry of this formula, charge and spin) = 53.3 kcal per mole
Charge = +1

Each line ends with the Löwdin charge.
Cartesian coordinates (Å):
1 C -1.79 -1.50 0.69  -0.09
2 C -1.68 -0.67 -0.54  -0.21
3 C 2.45 -0.23 -0.22  -0.31
4 C -0.84 1.51 0.47  -0.15
5 N 3.63 -0.68 0.21  0.18
6 N -0.63 0.40 -0.60  0.05
7 O 1.48 -0.94 -0.55  -0.02
8 O -0.14 2.60 -0.05  -0.01
9 H -0.79 -1.91 0.96  0.10
10 H -2.23 -1.03 1.57  0.08
11 H -2.52 -2.26 0.34  0.11
12 H -2.70 0.00 -0.54  0.17
13 H -1.65 -1.30 -1.40  0.12
14 H 2.56 0.80 -0.63  0.16
15 H -0.43 1.28 1.42  0.13
16 H 4.33 -0.08 0.60  0.12
17 H 3.72 -1.66 0.27  0.11
18 H 0.26 -0.11 -0.60  0.02
19 H -0.52 0.88 -1.50  0.18
20 H -1.93 1.68 0.68  0.15
21 H -0.60 3.24 -0.57  0.10



Formula: C14H20BrFOTl
Source: OMol25
Level of theory: ωB97M-V/def2-TZVPD

Properties
Kohn-Sham gap = 6.821 eV
Charge = -1

Each line ends with the Löwdin charge.
Cartesian coordinates (Å):
1 Tl 0.27 0.01 -1.04  0.74
2 C 1.24 -3.55 6.37  -0.08
3 C 1.96 -4.24 5.20  -0.57
4 C 1.50 -5.70 5.16  -0.06
5 C 3.47 -4.19 5.47  -0.06
6 C 1.64 -3.56 3.87  -0.20
7 C 0.78 -2.48 3.74  -0.11
8 C 0.51 -1.97 2.49  -0.56
9 Br -0.69 -0.48 2.39  0.67
10 C 1.02 -2.47 1.26  -0.44
11 O 0.61 -2.04 0.13  -0.38
12 C 1.99 -3.51 1.43  -0.08
13 C 2.22 -4.03 2.69  -0.01
14 C 2.76 -4.13 0.24  -0.53
15 C 4.22 -4.42 0.64  -0.07
16 C 2.08 -5.45 -0.15  -0.05
17 C 2.83 -3.24 -1.00  -0.06
18 H 1.49 -4.07 7.30  0.08
19 H 0.16 -3.58 6.25  0.08
20 H 1.55 -2.51 6.47  0.08
21 H 1.72 -6.21 6.11  0.08
22 H 2.00 -6.25 4.36  0.07
23 H 0.43 -5.76 4.98  0.09
24 H 3.71 -4.67 6.43  0.08
25 H 3.81 -3.15 5.51  0.09
26 H 4.03 -4.69 4.69  0.07
27 H 0.30 -2.02 4.60  0.08
28 H 2.91 -4.87 2.77  0.09
29 H 4.31 -5.15 1.44  0.06
30 H 4.71 -3.50 0.95  0.09
31 H 4.76 -4.82 -0.23  0.08
32 H 2.07 -6.15 0.70  0.08
33 H 2.60 -5.93 -0.98  0.08
34 H 1.04 -5.26 -0.44  0.09
35 H 3.21 -2.25 -0.76  0.09
36 H 1.86 -3.11 -1.46  0.07
37 H 3.51 -3.70 -1.73  0.08
38 F 2.27 0.73 -0.64  -0.75



Formula: C4H4N3O2S
Source: OMol25
Level of theory: ωB97M-V/def2-TZVPD

Properties
Structure (SMILES) = CN1N=CC(=S)C1=[N+]([O-])[O-]
Kohn-Sham gap (alpha / beta) = 6.734 / 6.738 eV
Relative energy (zero: lowest compared OMol25 entry of this formula, charge and spin) = 80.7 kcal per mole
Charge = -1

Each line ends with the Löwdin charge.
Cartesian coordinates (Å):
1 C 0.48 -2.00 -0.10  -0.21
2 C 1.43 -0.99 -0.07  -0.82
3 C 0.71 0.21 0.14  -0.23
4 C -1.87 0.61 0.15  -0.04
5 N -0.76 -1.50 -0.01  0.05
6 N -0.62 -0.19 0.06  -0.16
7 N 1.03 1.50 -0.10  -0.38
8 O 2.16 1.92 0.02  0.03
9 O 0.08 2.26 -0.32  -0.04
10 S 3.08 -1.16 -0.03  0.45
11 H 0.53 -3.10 -0.38  0.11
12 H -2.77 -0.11 0.17  0.10
13 H -1.89 1.17 1.07  0.06
14 H -1.59 1.38 -0.61  0.07



Formula: C2H8NS
Source: OMol25
Level of theory: ωB97M-V/def2-TZVPD

Properties
Structure (SMILES) = [NH3+]CCS
Kohn-Sham gap = 9.861 eV
Relative energy (zero: lowest compared OMol25 entry of this formula, charge and spin) = 0.0 kcal per mole
Charge = +1

Each line ends with the Löwdin charge.
Cartesian coordinates (Å):
1 C 0.58 0.17 -0.52  -0.24
2 C 0.25 0.50 0.93  -0.50
3 S -0.65 -0.90 1.68  0.75
4 N -0.66 -0.14 -1.27  0.18
5 H 1.26 -0.68 -0.55  0.13
6 H 1.17 0.96 -0.99  0.14
7 H -0.44 1.33 1.03  0.07
8 H 1.15 0.77 1.47  0.09
9 H 0.19 -1.36 2.62  -0.12
10 H -0.45 -0.36 -2.23  0.17
11 H -1.29 0.67 -1.28  0.18
12 H -1.11 -0.97 -0.88  0.13



Formula: C23H34I2N5O6
Source: OMol25
Level of theory: ωB97M-V/def2-TZVPD

Properties
Kohn-Sham gap = 7.997 eV
Charge = +1

Each line ends with the Löwdin charge.
Cartesian coordinates (Å):
1 C -2.07 -6.18 1.03  -0.07
2 C -2.11 -4.83 0.27  -0.21
3 C -2.02 -3.66 1.19  -0.19
4 O -0.82 -3.77 1.99  -0.10
5 C -0.29 -2.56 2.39  -0.14
6 N 0.32 -1.83 1.25  0.11
7 C 1.04 -2.65 0.28  -0.16
8 O 0.26 -2.75 -0.87  -0.12
9 C 0.94 -3.46 -1.91  -0.21
10 C 1.92 -2.59 -2.68  -0.04
11 C 0.24 -0.54 1.10  -0.25
12 N 0.74 0.17 0.06  0.16
13 C -0.38 0.50 -0.86  -0.17
14 C 0.11 1.30 -2.04  -0.30
15 C 1.28 2.05 -1.96  -0.06
16 C 1.70 2.73 -3.09  -0.04
17 C 0.94 2.63 -4.25  -0.04
18 C -0.21 1.87 -4.22  -0.11
19 N -0.64 1.19 -3.14  0.13
20 C -1.49 1.19 0.03  -0.31
21 C -2.19 2.40 -0.59  -0.71
22 I -1.03 4.21 -0.38  1.03
23 C -3.57 2.56 0.11  -0.79
24 C -4.24 3.93 0.04  -0.24
25 I -4.91 1.14 -0.84  0.89
26 C -0.93 1.47 1.41  -0.15
27 N -0.48 0.20 2.05  -0.05
28 N 0.42 0.50 3.14  0.16
29 C -0.04 0.17 4.25  -0.27
30 O -0.33 -0.09 5.30  0.28
31 H -2.11 -6.03 2.10  0.07
32 H -1.14 -6.69 0.81  0.07
33 H -2.88 -6.82 0.70  0.07
34 H -3.02 -4.77 -0.33  0.12
35 H -1.29 -4.82 -0.44  0.09
36 H -2.05 -2.72 0.63  0.12
37 H -2.87 -3.69 1.88  0.13
38 H -1.07 -1.96 2.85  0.14
39 H 0.50 -2.79 3.09  0.15
40 H 1.29 -3.61 0.72  0.15
41 H 1.99 -2.16 0.04  0.14
42 H 0.18 -3.84 -2.58  0.12
43 H 1.43 -4.32 -1.46  0.12
44 H 1.67 -2.50 -3.73  0.08
45 H 1.99 -1.58 -2.27  0.06
46 H 2.92 -3.00 -2.64  0.08
47 H 1.53 -0.28 -0.40  0.13
48 H -0.82 -0.40 -1.27  0.14
49 H 1.87 2.13 -1.06  0.08
50 H 2.61 3.31 -3.06  0.10
51 H 1.26 3.16 -5.13  0.11
52 H -0.80 1.78 -5.12  0.11
53 H -2.28 0.43 0.16  0.10
54 H -2.40 2.26 -1.64  0.05
55 H -3.52 2.24 1.14  0.06
56 H -4.14 4.40 -0.93  0.07
57 H -5.31 3.79 0.20  0.05
58 H -3.92 4.59 0.84  0.06
59 H -0.10 2.17 1.38  0.07
60 H -1.68 1.90 2.06  0.13
61 C 4.30 4.00 2.20  -0.10
62 C 3.53 2.72 1.92  -0.12
63 O 3.26 2.84 0.52  0.01
64 C 4.19 3.67 -0.03  -0.56
65 O 4.33 3.83 -1.19  0.17
66 O 4.92 4.27 0.94  0.08
67 H 5.05 3.88 2.98  0.14
68 H 3.65 4.83 2.46  0.14
69 H 4.13 1.82 2.09  0.13
70 H 2.61 2.64 2.48  0.12



Formula: C34H101N5O21
Source: OMol25
Level of theory: ωB97M-V/def2-TZVPD

Properties
Kohn-Sham gap = 8.943 eV

Each line ends with the Löwdin charge.
Cartesian coordinates (Å):
1 C 3.82 32.35 -5.94  -0.03
2 C 2.93 33.26 -6.85  -0.39
3 C 2.40 32.61 -8.10  -0.17
4 O 2.06 33.58 -9.08  -0.21
5 C 1.01 33.16 -9.95  -0.06
6 N 1.99 34.02 -6.02  0.09
7 H 4.26 32.98 -5.18  0.05
8 H 4.61 32.01 -6.63  0.07
9 H 3.36 31.39 -5.72  0.07
10 H 3.69 33.99 -7.18  0.12
11 H 1.50 32.00 -7.92  0.10
12 H 3.15 31.88 -8.42  0.12
13 H 0.12 32.95 -9.35  0.07
14 H 1.38 32.24 -10.42  0.09
15 H 0.81 33.94 -10.68  0.09
16 H 1.33 33.35 -5.65  0.08
17 H 1.56 34.71 -6.62  0.05
18 C -4.77 32.39 -7.86  -0.07
19 C -3.76 31.25 -7.71  -0.37
20 C -4.24 30.09 -8.62  -0.22
21 O -4.63 30.60 -9.87  -0.20
22 C -5.33 29.64 -10.64  -0.09
23 N -2.44 31.79 -8.10  0.05
24 H -4.53 33.35 -7.40  0.08
25 H -5.71 32.07 -7.40  0.08
26 H -4.95 32.70 -8.89  0.07
27 H -3.77 30.98 -6.66  0.13
28 H -5.09 29.65 -8.09  0.13
29 H -3.47 29.32 -8.69  0.12
30 H -6.26 29.31 -10.17  0.09
31 H -4.64 28.83 -10.88  0.09
32 H -5.70 30.15 -11.53  0.09
33 H -2.43 32.08 -9.08  0.07
34 H -1.81 30.99 -8.07  0.07
35 C -1.47 36.97 -13.57  -0.06
36 C -2.49 35.86 -13.32  -0.41
37 C -2.03 35.09 -12.04  -0.22
38 O -2.59 35.61 -10.85  -0.19
39 C -2.21 34.87 -9.71  -0.09
40 N -3.82 36.45 -13.10  0.04
41 H -0.47 36.52 -13.56  0.07
42 H -1.52 37.69 -12.76  0.09
43 H -1.51 37.42 -14.56  0.07
44 H -2.54 35.04 -14.03  0.13
45 H -0.94 35.02 -11.91  0.11
46 H -2.32 34.03 -12.13  0.12
47 H -1.18 35.06 -9.41  0.07
48 H -2.47 33.83 -9.91  0.07
49 H -2.81 35.22 -8.87  0.10
50 H -3.69 37.17 -12.39  0.07
51 H -4.35 35.74 -12.58  0.07
52 C 0.59 29.93 -6.35  -0.05
53 C -0.28 28.77 -5.83  -0.42
54 C 0.61 27.86 -4.94  -0.19
55 O 0.04 26.56 -4.71  -0.19
56 C 0.07 25.71 -5.83  -0.13
57 N -1.41 29.20 -5.00  0.06
58 H -0.12 30.49 -6.97  0.05
59 H 1.24 29.58 -7.15  0.08
60 H 0.95 30.53 -5.52  0.08
61 H -0.53 28.09 -6.65  0.11
62 H 0.82 28.27 -3.96  0.10
63 H 1.58 27.65 -5.42  0.12
64 H -0.38 24.76 -5.52  0.09
65 H 1.07 25.41 -6.15  0.09
66 H -0.46 26.11 -6.69  0.07
67 H -1.76 28.37 -4.54  0.07
68 H -0.99 29.78 -4.28  0.07
69 C 5.69 35.86 -5.68  -0.05
70 C 5.18 37.26 -6.01  -0.39
71 C 6.30 38.26 -6.41  -0.20
72 O 5.79 39.54 -6.14  -0.19
73 C 6.75 40.58 -6.21  -0.11
74 N 4.18 37.13 -7.09  0.04
75 H 4.77 35.32 -5.42  0.05
76 H 6.39 35.81 -4.84  0.07
77 H 6.01 35.25 -6.52  0.08
78 H 4.62 37.71 -5.19  0.13
79 H 6.41 38.11 -7.49  0.12
80 H 7.23 38.06 -5.86  0.12
81 H 7.50 40.52 -5.42  0.09
82 H 6.16 41.50 -6.10  0.09
83 H 7.23 40.59 -7.19  0.09
84 H 3.85 38.05 -7.38  0.09
85 H 4.55 36.73 -7.95  0.06
86 C 2.24 30.56 -1.35  -0.24
87 C 2.66 31.94 -1.82  -0.26
88 O 1.50 32.72 -2.06  -0.09
89 O 1.43 29.94 -2.33  -0.07
90 H 1.84 30.55 -0.34  0.12
91 H 3.21 30.04 -1.35  0.11
92 H 3.10 31.83 -2.83  0.11
93 H 3.42 32.38 -1.17  0.11
94 H 1.72 33.54 -2.55  0.03
95 H 0.71 29.46 -1.90  0.08
96 C 5.49 36.11 -11.34  -0.24
97 C 4.48 35.07 -10.88  -0.23
98 O 3.64 35.68 -9.89  -0.09
99 O 4.99 36.68 -12.55  -0.07
100 H 6.51 35.71 -11.46  0.11
101 H 5.70 36.89 -10.59  0.11
102 H 4.96 34.15 -10.53  0.12
103 H 3.84 34.77 -11.71  0.11
104 H 3.23 34.90 -9.45  0.05
105 H 5.57 37.40 -12.81  0.08
106 C -1.61 33.31 -5.18  -0.24
107 C -1.33 34.50 -4.30  -0.23
108 O -2.05 35.62 -4.78  -0.06
109 O -0.95 33.40 -6.43  -0.13
110 H -2.70 33.29 -5.28  0.12
111 H -1.31 32.37 -4.70  0.11
112 H -0.28 34.78 -4.27  0.10
113 H -1.70 34.16 -3.32  0.13
114 H -1.96 36.42 -4.25  0.09
115 H -1.53 32.96 -7.12  0.03
116 C 6.36 32.83 -2.67  -0.22
117 C 6.61 34.08 -1.78  -0.22
118 O 5.78 33.92 -0.62  -0.07
119 O 7.52 32.55 -3.49  -0.07
120 H 5.38 32.93 -3.13  0.09
121 H 6.29 31.94 -2.03  0.12
122 H 6.39 34.96 -2.39  0.10
123 H 7.65 34.25 -1.46  0.12
124 H 6.34 33.88 0.15  0.09
125 H 8.22 32.45 -2.85  0.08
126 C 2.83 35.86 -1.34  -0.24
127 C 2.91 35.93 -2.85  -0.19
128 O 1.89 35.08 -3.42  -0.14
129 O 3.99 36.41 -0.77  -0.06
130 H 2.70 34.83 -0.98  0.11
131 H 1.91 36.31 -0.96  0.13
132 H 3.88 35.53 -3.19  0.10
133 H 2.80 36.90 -3.34  0.11
134 H 2.12 34.87 -4.35  0.04
135 H 4.77 35.92 -1.06  0.04
136 C 4.42 30.16 -13.56  -0.24
137 C 3.24 30.78 -12.82  -0.24
138 O 3.69 31.92 -12.11  -0.09
139 O 4.68 30.97 -14.71  -0.06
140 H 4.05 29.17 -13.86  0.12
141 H 5.31 30.00 -12.97  0.11
142 H 2.80 30.05 -12.14  0.11
143 H 2.51 31.09 -13.58  0.12
144 H 4.10 32.52 -12.75  0.09
145 H 4.66 30.45 -15.51  0.08
146 C 5.02 29.65 -9.99  -0.22
147 C 4.56 28.20 -10.07  -0.23
148 O 4.08 27.73 -11.34  -0.07
149 O 5.57 29.84 -8.68  -0.08
150 H 4.18 30.35 -10.02  0.09
151 H 5.76 30.01 -10.70  0.12
152 H 3.86 27.90 -9.28  0.12
153 H 5.46 27.60 -9.83  0.12
154 H 3.48 27.04 -11.04  0.08
155 H 5.44 29.08 -8.11  0.07
156 O 0.05 36.01 -7.04  -0.06
157 H 0.11 35.36 -7.76  0.02
158 H -0.89 36.02 -6.81  0.04
159 O 1.80 37.75 -5.50  -0.07
160 H 2.59 37.53 -6.01  -0.02
161 H 1.22 37.01 -5.70  -0.01